(1)
{
  "formula": "C4H8N2",
  "method": "wB97M-V/def2-TZVPD",
  "charge": 0,
  "relative_energy_kcal_mol": 42.07,
  "lumo_energy_ha": 0.03009,
  "gap_ha": 0.389,
  "species": ["C", "C", "C", "C", "H", "H", "H", "H", "H", "H", "H", "H", "N", "N"],
  "xyz": [[2.2062, -0.5127, 0.0736], [-0.0942, 0.2682, 0.3420], [0.0160, 1.6417, -0.1592], [-1.4703, -0.1981, 0.1426], [2.6767, 0.3672, -0.2736], [2.7657, -1.4418, -0.2456], [2.1210, -0.4927, 1.1982], [0.3903, -1.6155, -0.1717], [0.2712, 0.2450, 1.4729], [-0.6182, 1.6718, -1.1476], [1.0841, 2.0322, -0.3857], [-0.6623, 2.0935, 0.6775], [0.7750, -0.6628, -0.4187], [-2.4856, -0.7735, -0.0838]],
  "atomic_forces_ev_per_a": [[-1.9563, -2.7901, 0.9592], [2.1771, -1.9439, 1.1033], [-1.8821, 2.1286, -1.1051], [-3.7622, -2.8847, -0.3397], [0.3500, 0.8478, -0.5373], [-0.4691, 1.2314, 0.3467], [0.7004, 0.0214, -0.8280], [1.1531, 1.1830, -0.5168], [-1.2409, -0.0724, -1.7898], [1.4283, 0.2951, 1.7182], [-2.0283, -0.4940, 0.9768], [1.7062, 0.8281, -1.7431], [0.0888, -0.8202, 0.8544], [3.7350, 2.4697, 0.9010]],
  "lowdin_charge": [-0.100, -0.522, -0.097, -0.186, 0.043, 0.095, 0.080, 0.121, 0.163, 0.119, 0.108, 0.117, -0.098, 0.157]
}

***

(2)
{
  "formula": "C2H2FGdO",
  "method": "wB97M-V/def2-TZVPD",
  "charge": 2,
  "relative_energy_kcal_mol": 41.15,
  "lumo_energy_ha": [-0.40022, -0.41193],
  "gap_ha": [0.298, 0.263],
  "spin_multiplicity": 8,
  "species": ["C", "C", "F", "O", "H", "H", "Gd"],
  "xyz": [[-0.1921, 0.5080, 0.0996], [-0.6333, -0.7391, 0.4286], [-1.1286, 1.3923, -0.3513], [0.7287, 0.2596, -0.8224], [-1.6634, -1.0180, 0.2138], [0.0269, -1.4379, 0.9400], [2.8619, 1.0351, -0.5082]],
  "atomic_forces_ev_per_a": [[-2.4105, -0.0067, -6.1631], [-1.2114, -1.6756, 2.9164], [1.9446, -0.6010, 1.8292], [2.4024, 2.5044, 2.0523], [-0.0922, 0.0830, 0.3084], [-0.1166, -0.0612, -0.4095], [-0.5162, -0.2430, -0.5336]],
  "lowdin_charge": [-0.399, 0.322, 0.150, -0.326, 0.151, 0.133, 1.969]
}